1.
One molecule with the formula C2H5NO in a non-equilibrium geometry. Source: OMol25; level of theory: ωB97M-V with the def2-TZVPD basis set.

Calculated values
SMILES   CNC=O
Multiplicity   1
Total charge   0
ΔE to the lowest compared entry with this formula, charge and spin   26.48 kcal/mol
E_HOMO   -9.82 eV

Structure (XYZ):
```
9
Properties=species:S:1:pos:R:3:forces:R:3
H -1.8208 -0.6785 -0.5532 0.6 1.0 1.0
H -1.2050 1.0464 -0.5975 0.5 -1.6 0.9
H 1.1172 1.3641 -0.0267 -0.1 -1.3 0.2
C 1.3380 0.2350 0.0124 1.3 1.1 -0.7
N 0.2415 -0.5531 -0.0275 -0.6 -0.8 0.2
H 0.4334 -1.6061 0.0849 -0.8 2.4 -0.3
O 2.5062 -0.1355 -0.0197 -1.3 0.0 0.3
H -1.4659 0.2707 1.1403 0.4 -0.6 -2.9
C -1.1446 0.0570 -0.0129 -0.1 -0.2 1.2
```
Positions in Å, forces in eV/Å.



2.
One molecule with the formula C26H17NO3S in a non-equilibrium geometry. Source: OMol25; level of theory: ωB97M-V with the def2-TZVPD basis set.

Calculated values
SMILES   O=C1c2ccccc2S(=O)(=O)N1C1(c2ccccc2)c2ccccc2-c2ccccc21
Multiplicity   1
Total charge   0
E_HOMO   -8.21 eV

Structure (XYZ):
```
48
Properties=species:S:1:pos:R:3:forces:R:3
H 1.2231 4.5990 2.3108 0.0 -0.3 0.0
C 0.7660 -2.3846 1.3329 0.3 -0.5 -0.3
H 3.9701 -3.4274 2.0100 -0.4 0.4 -0.1
C -1.9917 0.4762 -4.3022 -0.1 0.0 -0.2
C -1.8683 -0.9966 2.2968 -1.1 0.0 -0.2
C 0.3871 -1.0048 -4.5858 -0.1 0.0 -0.7
C -1.1796 0.1976 -3.1687 0.3 -0.3 -0.4
C 0.0255 0.1203 0.8126 -1.0 0.1 2.6
C -1.3464 0.0624 1.5285 -0.2 -0.1 -0.5
O 0.6195 -2.1783 -1.4604 -0.1 0.6 0.1
H -0.0856 -1.0899 -6.7275 -0.1 0.2 0.7
C 0.9815 -1.0273 1.2687 0.7 0.5 -1.2
H 1.6796 -4.3201 1.5689 0.1 0.2 0.1
C 0.4937 2.6221 1.7900 0.6 0.5 -0.5
H 1.3029 -1.5770 -4.6596 0.0 0.0 -0.1
H -1.2359 -1.8013 2.6778 -0.2 0.3 -0.3
C -0.3957 -0.7295 -5.7333 -0.2 0.3 1.0
C 2.1921 0.9395 1.6191 0.5 0.5 0.1
C -1.5963 0.0161 -5.5842 0.3 -0.1 0.2
H -5.1554 -0.0156 2.3308 0.0 -0.1 -0.1
C 2.2737 -0.5170 1.5378 -0.3 -0.6 -0.1
C -1.3843 0.5678 -1.7100 -2.1 1.5 1.1
H -3.6805 -1.8926 3.1015 0.1 0.2 0.0
H -0.2201 -2.7852 1.1318 0.2 -0.1 -0.1
H 3.6180 3.9115 2.4796 -0.5 -0.4 -0.2
C 0.8572 1.3317 1.4287 0.3 0.1 -1.3
C 3.1423 -2.7325 1.8117 -0.6 -0.4 -0.2
O 2.0146 -0.1561 -1.7239 0.1 0.2 0.3
S 0.7196 -0.7630 -1.7219 1.0 -1.4 -1.1
C 3.2048 1.8333 1.9989 -0.6 -0.2 0.0
H -0.5336 2.9446 1.7949 0.0 0.1 -0.1
C -3.5631 1.0728 1.4219 1.1 0.5 0.1
C 1.5005 3.5626 2.1130 0.2 -0.7 0.2
H -1.7490 1.9677 0.6390 -0.5 -0.5 0.2
H -4.1689 1.8948 1.0305 0.0 -0.4 0.3
H 4.3425 -0.9176 2.0284 -0.5 -0.3 -0.1
H -2.2110 0.2194 -6.5072 0.6 -0.1 1.3
C 1.8495 -3.2475 1.5694 0.4 0.6 0.4
H 4.2331 1.4723 2.1375 -0.5 0.3 -0.1
C -0.0324 -0.5269 -3.3527 -0.1 0.3 0.9
C 2.8474 3.1699 2.2140 -0.2 0.2 -0.1
C 3.3586 -1.3531 1.8057 -0.3 0.2 0.1
C -4.0916 -0.0002 2.1212 -0.1 -0.3 0.0
N -0.3437 0.1300 -0.7533 0.5 -0.5 -1.9
H -2.9318 1.0413 -4.2214 0.6 -0.3 0.2
C -3.2732 -1.0449 2.5554 1.5 0.6 -0.1
O -2.3851 1.2106 -1.4438 1.4 -0.7 0.0
C -2.1799 1.1252 1.1879 -0.8 0.0 0.0
```
Positions in Å, forces in eV/Å.



3.
C5H12NO as an isolated structure in a non-equilibrium geometry. Source: OMol25; level of theory: ωB97M-V with the def2-TZVPD basis set.

Calculated values
Multiplicity   1
Total charge   -1
ΔE to the lowest compared entry with this formula, charge and spin   90.80 kcal/mol
E_HOMO   -1.75 eV

Structure (XYZ):
```
19
Properties=species:S:1:pos:R:3:forces:R:3
H 0.1786 1.5501 1.2794 -0.1 -0.4 0.0
H -3.8548 -1.3415 0.5075 0.1 -0.4 0.1
H 1.3717 -1.4467 -0.5753 -0.2 0.3 -0.6
H -1.2694 -1.7385 0.9162 0.1 -0.1 0.0
H 2.1078 1.2153 0.7630 0.2 -0.6 0.1
C 0.3774 -1.8625 -0.3992 0.1 0.3 1.2
C 2.1326 1.4639 -0.3126 0.7 2.8 1.1
O 3.2166 1.6083 -0.8739 -0.6 0.0 -0.2
C -0.3252 1.3520 0.2959 -1.8 -1.1 -0.2
H 1.3239 0.5506 -0.9699 -2.6 -1.5 -1.8
H -1.0895 2.1290 0.2040 0.5 0.7 -0.2
C 0.7164 1.5088 -0.8011 2.3 0.5 1.5
H -0.2411 -2.0043 -1.2824 0.4 -0.1 -0.3
H 0.4423 2.1969 -1.5877 0.4 -0.7 -0.8
H 0.0937 -0.8407 1.5494 0.3 -0.2 -0.1
N -1.1904 0.1718 0.2094 1.5 0.0 0.2
H -4.1352 -0.6801 0.3656 -0.1 0.3 -0.1
C -0.4816 -1.0241 0.6105 -1.0 0.2 0.2
H 0.6262 -2.8084 0.1012 -0.3 -0.2 -0.2
```
Positions in Å, forces in eV/Å.



4.
An isolated ion of composition CHN4S2 and charge -1 in a non-equilibrium geometry. Source: OMol25; level of theory: ωB97M-V with the def2-TZVPD basis set.

Calculated values
Multiplicity   1
Total charge   -1
ΔE to the lowest compared entry with this formula, charge and spin   100.58 kcal/mol
E_HOMO   -3.32 eV

Structure (XYZ):
```
8
Properties=species:S:1:pos:R:3:forces:R:3
C 1.5594 0.1184 0.0425 -2.9 -0.9 0.1
H 2.4426 -0.4497 -0.0334 0.5 -0.5 -0.1
S -2.6190 0.5403 -0.0507 -1.3 -0.2 0.0
N -0.9805 0.2913 0.0113 0.8 -1.7 0.0
N -0.2372 1.4502 0.0126 0.1 1.9 -0.1
N 1.0300 1.2270 0.0020 0.3 -0.5 0.1
N -0.3708 -0.8251 0.0274 3.4 3.3 0.0
S -0.8244 -2.3522 -0.0116 -0.9 -1.4 0.0
```
Positions in Å, forces in eV/Å.



5.
One molecule with the formula C4H6F2 in a non-equilibrium geometry. Source: OMol25; level of theory: ωB97M-V with the def2-TZVPD basis set.

Calculated values
SMILES   FC1(F)CCC1
Multiplicity   1
Total charge   0
ΔE to the lowest compared entry with this formula, charge and spin   50.07 kcal/mol
E_HOMO   -10.92 eV

Structure (XYZ):
```
12
Properties=species:S:1:pos:R:3:forces:R:3
C -0.5376 1.0096 0.2397 2.8 2.4 -2.0
H -0.1263 -1.5821 0.7587 -2.1 -0.8 1.0
H 1.0512 -1.6908 -0.4473 -2.3 2.0 0.1
H 1.5967 0.4529 -0.0612 0.0 1.1 1.1
C 0.1678 -0.9559 -0.0173 5.0 -3.7 1.1
C 0.7582 0.3202 0.6448 2.2 -2.7 0.9
H 1.0739 -0.0326 1.7137 -0.5 1.8 -1.8
H -1.1797 0.8620 1.0522 -1.7 0.1 0.5
C -0.5990 -0.0608 -0.8494 -4.6 -1.6 4.9
F -1.9621 -0.4356 -1.0114 1.1 0.2 -1.6
H -0.3840 2.0508 -0.1638 -0.7 -0.8 0.8
F 0.1411 0.0622 -1.8587 0.8 2.0 -5.3
```
Positions in Å, forces in eV/Å.



6.
A 2-piece molecular cluster, C5H15NO2 overall in a non-equilibrium geometry. Source: OMol25; level of theory: ωB97M-V with the def2-TZVPD basis set.

Calculated values
SMILES   CN(C)CCCO.O
Multiplicity   1
Total charge   0
ΔE to the lowest compared entry with this formula, charge and spin   41.80 kcal/mol
E_HOMO   -8.51 eV

Structure (XYZ):
```
23
Properties=species:S:1:pos:R:3:forces:R:3
H 0.8709 2.0642 -0.5553 0.4 0.2 1.1
O -1.0110 2.3477 -0.9262 -0.3 0.0 -0.4
C 0.5184 -2.6476 -0.1254 0.1 -1.2 -1.6
C 0.2815 -0.4338 -1.0005 -0.4 -0.2 -0.1
H 0.0130 -3.6079 -0.1643 -0.3 -0.2 1.0
H -0.3609 4.2072 4.9502 0.2 0.0 -0.1
H -0.0618 0.1095 -1.8913 -0.1 -0.2 0.1
H -1.1539 0.0054 0.5184 -0.1 0.4 -0.2
C -0.5443 -2.2832 -2.3198 1.0 0.0 0.0
H 1.0659 4.3087 5.4460 0.5 0.1 0.7
H 0.4633 0.0904 1.1122 0.0 0.1 -0.3
H 0.3635 -2.1523 -2.9300 0.1 -0.3 -0.1
H -0.2510 2.4507 0.9255 0.9 -0.4 -0.1
H 1.4986 -2.9659 -0.5550 0.0 0.8 -0.2
H -0.8030 -3.3319 -2.2979 0.0 -0.3 0.1
H -1.3243 -1.7733 -2.8827 -0.2 0.3 0.5
H -1.7397 1.7317 -1.0087 -0.2 -0.1 0.1
H 0.7370 -2.2522 0.8646 -0.6 0.0 0.0
C -0.0429 1.8579 0.0184 -1.1 0.0 -0.8
N -0.3054 -1.7831 -0.9720 0.3 1.0 0.2
H 1.3821 -0.5155 -1.0937 -0.2 0.2 0.1
C -0.1545 0.3537 0.2343 0.8 0.0 0.6
O 0.5585 4.2194 4.6532 -0.7 -0.1 -0.6
```
Positions in Å, forces in eV/Å.



| no. | orbital gap (eV) |
| --- | --- |
| 1 | 10.735 |
| 2 | 8.121 |
| 3 | 5.781 |
| 4 | 6.989 |
| 5 | 11.997 |
| 6 | 9.401 |